5 unconnected molecules or ions with the total composition C10H20Br10 at a distorted geometry, computed with ωB97M-V/def2-TZVPD.

## Properties
SMILES string	BrCCBr.BrCCBr.BrCCBr.BrCCBr.BrCCBr
energy	-26133.147599	Ha
HOMO level	-9.92	eV
net charge	0
energy above the lowest of the compared OMol25 structures with the same formula, charge and spin	26.3	kcal per mole

Each line ends with the natural charge from an NBO analysis.
Atoms and positions in Å:
Br -0.900 -2.555 0.089  -0.033
Br -1.484 4.288 -5.847  -0.018
Br 0.323 -2.500 6.111  -0.013
Br 4.433 1.709 -4.049  -0.031
Br -0.142 1.927 -1.003  -0.010
Br -0.402 0.154 3.761  -0.019
Br -0.384 -6.689 4.219  -0.051
Br 0.436 -7.103 0.752  -0.029
Br 2.072 5.304 -2.348  -0.017
Br -3.480 1.000 -3.129  -0.021
C -1.168 -0.831 -0.847  -0.417
C -2.268 2.260 -4.045  -0.448
C 0.442 -0.580 6.486  -0.443
C -0.626 0.228 5.722  -0.437
C 0.801 -5.454 1.855  -0.430
C 2.796 4.056 -3.679  -0.440
C -0.082 0.116 -0.275  -0.450
C -2.967 3.196 -5.089  -0.422
C -0.207 -5.096 2.945  -0.411
C 3.093 2.731 -2.972  -0.428
H -1.802 2.801 -3.221  0.232
H 2.044 3.857 -4.442  0.227
H -1.185 -4.933 2.493  0.223
H 3.737 4.481 -4.031  0.230
H 0.037 -4.175 3.474  0.241
H 0.914 -0.288 -0.452  0.232
H -0.921 -1.016 -1.893  0.223
H -3.457 2.671 -5.909  0.227
H -3.758 3.805 -4.650  0.226
H -1.580 -0.199 6.029  0.227
H 1.453 -0.234 6.273  0.225
H 2.123 2.275 -2.771  0.230
H 3.610 2.895 -2.027  0.224
H 0.923 -4.610 1.176  0.229
H -0.296 0.161 0.793  0.222
H 0.299 -0.523 7.565  0.232
H -1.437 1.779 -4.562  0.225
H -0.577 1.275 6.019  0.230
H -2.214 -0.535 -0.765  0.240
H 1.800 -5.649 2.245  0.225


A molecular structure, C10H20Br2ClNiO4S2 at a distorted geometry, computed with ωB97M-V/def2-TZVPD.

## Properties
energy	-8606.384039	Ha
<S²>	2.007
HOMO level (spin up / spin down)	-12.00 / -12.00	eV
net charge	+1
spin multiplicity	3
energy above the lowest of the compared OMol25 structures with the same formula, charge and spin	155.9	kcal per mole

Each line ends with the natural charge from an NBO analysis.
Atoms and positions in Å:
Br 9.211 -33.637 9.631  -0.020
Br 5.801 -32.717 6.510  -0.070
Ni 5.771 -24.821 10.227  0.992
Cl 4.089 -28.237 10.780  0.007
S 5.610 -24.909 15.966  2.143
S -0.353 -23.085 10.094  2.054
O -0.567 -22.574 11.431  -0.915
O 5.397 -24.675 14.571  -0.988
O 1.025 -23.434 9.617  -0.970
O 6.153 -23.827 16.783  -0.910
C -1.344 -24.618 9.786  -0.649
C -2.387 -24.260 8.629  -0.399
C 5.362 -27.497 16.641  -0.416
C -1.324 -22.017 8.810  -0.576
C 4.363 -26.745 17.512  -0.406
C 4.010 -25.490 16.678  -0.653
C -1.697 -23.133 7.816  -0.433
C 7.148 -33.834 7.615  -0.382
C 6.376 -26.525 16.208  -0.652
C 7.801 -32.761 8.548  -0.449
H -3.323 -23.963 9.101  0.215
H -2.141 -21.656 9.435  0.239
H 8.191 -31.787 8.253  0.241
H -2.676 -25.162 8.089  0.231
H -1.896 -24.806 10.708  0.245
H -0.800 -21.194 8.325  0.253
H 6.717 -34.766 7.978  0.248
H 7.047 -32.434 9.265  0.211
H 5.951 -28.251 17.163  0.237
H 4.858 -27.974 15.801  0.209
H 3.444 -27.293 17.721  0.233
H -2.402 -22.649 7.140  0.231
H 7.099 -26.366 17.008  0.252
H 4.804 -26.493 18.476  0.221
H 7.968 -34.050 6.931  0.223
H 6.825 -26.742 15.238  0.246
H -0.709 -25.495 9.665  0.245
H 3.447 -24.714 17.197  0.260
H 3.421 -25.856 15.837  0.225
H -0.894 -23.599 7.246  0.229


A molecular structure, C10H20Br8O2Sr2 at a distorted geometry, computed with ωB97M-V/def2-TZVPD.

## Properties
energy	-21196.483896	Ha
HOMO level	-12.85	eV
net charge	+2
energy above the lowest of the compared OMol25 structures with the same formula, charge and spin	0.0	kcal per mole

Each line ends with the Löwdin charge.
Atoms and positions in Å:
Sr 2.584 -1.296 -1.871  1.227
Sr -0.544 -3.836 -2.197  1.434
Br 1.188 -1.107 4.848  0.653
Br -2.208 -2.259 -4.570  0.588
Br 1.887 3.378 3.247  0.620
Br 0.608 -0.475 -4.412  0.643
Br 5.517 3.211 0.340  0.628
Br 3.446 -2.312 0.799  0.629
Br -6.031 0.882 1.342  0.669
Br -3.836 -2.479 -1.046  0.593
O 1.781 0.907 -0.844  -0.469
O 0.158 -1.737 -0.872  -0.638
C 4.159 2.788 1.658  -0.739
C 2.151 -1.093 3.114  -0.681
C 0.509 0.792 -0.254  -0.357
C -5.240 -1.369 -0.256  -0.656
C -0.119 -0.683 0.048  -0.328
C -4.647 -0.393 0.738  -0.696
C -1.136 0.278 -3.856  -0.579
C 3.477 3.989 2.286  -0.666
C 2.276 -2.459 2.423  -0.549
C -2.214 -0.308 -4.772  -0.573
H 3.203 4.817 1.632  0.064
H -1.338 0.082 -2.803  0.056
H 0.593 1.393 0.652  0.089
H 1.682 -0.371 2.445  0.032
H -5.652 -0.765 -1.064  0.059
H 3.106 -0.639 3.379  0.050
H -4.329 -0.884 1.657  0.057
H 0.373 -1.030 0.957  0.050
H -0.210 1.257 -0.929  0.077
H 4.149 4.402 3.038  0.058
H -3.794 0.081 0.252  0.043
H -1.125 -0.557 0.448  0.094
H -3.216 0.073 -4.574  0.092
H 1.258 -2.732 2.146  0.057
H -6.023 -1.967 0.210  0.076
H 2.729 -3.193 3.090  0.071
H -1.191 1.360 -3.977  0.096
H 3.421 2.363 0.977  0.002
H 4.449 2.001 2.353  0.058
H -1.848 -0.111 -5.780  0.067


5 unconnected molecules or ions with the total composition C10H20Cl10 at a distorted geometry, computed with ωB97M-V/def2-TZVPD.

## Properties
SMILES string	ClCCCl.ClCCCl.ClCCCl.ClCCCl.ClCCCl
energy	-4994.953087	Ha
HOMO level	-10.56	eV
net charge	0
energy above the lowest of the compared OMol25 structures with the same formula, charge and spin	7.0	kcal per mole

Each line ends with the natural charge from an NBO analysis.
Atoms and positions in Å:
Cl 7.633 10.104 9.291  -0.046
Cl 12.791 10.148 10.040  -0.087
Cl 10.568 8.413 6.713  -0.067
Cl 10.272 4.529 9.357  -0.109
Cl 6.168 6.089 5.247  -0.084
Cl 6.321 9.579 14.159  -0.068
Cl 9.564 11.485 13.830  -0.050
Cl 10.634 12.903 10.236  -0.080
Cl 10.917 7.222 11.206  -0.022
Cl 6.160 6.774 8.854  -0.059
C 13.237 11.889 10.239  -0.375
C 11.892 6.668 9.882  -0.434
C 6.626 5.350 7.888  -0.401
C 12.220 12.632 11.085  -0.378
C 7.956 9.290 13.495  -0.387
C 11.950 5.154 9.702  -0.346
C 8.975 9.146 8.678  -0.412
C 7.320 5.631 6.587  -0.374
C 8.588 10.448 12.825  -0.418
C 9.355 9.600 7.278  -0.386
H 8.541 9.703 6.563  0.230
H 7.330 4.768 8.474  0.226
H 9.242 10.147 11.965  0.232
H 13.303 12.379 9.254  0.229
H 12.026 12.035 11.987  0.233
H 11.582 7.048 8.915  0.234
H 9.832 9.287 9.378  0.231
H 8.728 8.076 8.664  0.224
H 8.043 6.467 6.688  0.228
H 9.725 10.629 7.405  0.226
H 7.894 4.743 6.268  0.229
H 5.656 4.825 7.762  0.235
H 12.534 4.867 8.817  0.229
H 7.845 11.033 12.357  0.231
H 8.604 8.933 14.320  0.228
H 7.763 8.528 12.761  0.230
H 14.172 11.819 10.791  0.229
H 12.563 13.636 11.355  0.229
H 12.915 6.973 10.074  0.226
H 12.247 4.592 10.585  0.224


A molecular structure, C10H20Cl20F6P at a distorted geometry, computed with ωB97M-V/def2-TZVPD.

## Properties
energy	-10537.533117	Ha
HOMO level	-7.29	eV
net charge	-1

Each line ends with the natural charge from an NBO analysis.
Atoms and positions in Å:
Cl -2.789 -2.491 -2.771  -0.054
Cl 4.295 -0.207 -3.530  -0.028
Cl -0.239 -0.414 4.765  0.011
Cl 2.392 -2.364 -2.869  -0.033
Cl -3.874 1.047 -1.995  -0.024
Cl -2.125 0.163 -5.039  -0.045
Cl 0.940 4.127 -3.510  -0.029
Cl -2.869 3.426 -0.572  -0.035
Cl 0.840 -2.962 3.785  -0.045
Cl -3.352 -0.266 2.371  -0.070
Cl -0.996 5.083 2.231  -0.036
Cl 1.018 -5.304 -1.307  -0.075
Cl -3.039 -3.123 0.106  -0.062
Cl 2.236 -4.725 1.300  -0.002
Cl -2.400 -2.331 4.280  -0.037
Cl 0.138 5.578 -1.101  -0.032
Cl 4.855 1.668 2.076  -0.035
Cl 0.540 0.784 -4.060  -0.035
Cl 3.566 2.039 -0.534  -0.033
Cl -1.255 2.464 3.444  -0.030
P -0.010 -0.438 0.221  2.611
F 0.793 0.669 -0.640  -0.582
F -0.326 -1.276 -1.140  -0.584
F -0.780 -1.554 1.065  -0.554
F 1.389 -1.278 0.386  -0.597
F 0.332 0.386 1.590  -0.592
F -1.376 0.424 0.063  -0.576
C -1.977 -1.122 3.072  -0.417
C 1.478 -4.033 -0.097  -0.381
C 3.605 1.088 0.964  -0.385
C -2.087 -2.295 -1.147  -0.369
C 0.651 4.031 -1.772  -0.403
C -0.854 -0.305 -3.905  -0.389
C 3.369 -1.016 -2.249  -0.397
C -3.975 2.050 -0.548  -0.401
C 0.358 -1.316 3.351  -0.394
C -0.346 3.437 2.270  -0.385
H -0.428 -1.386 2.609  0.225
H 0.701 3.471 2.540  0.219
H -0.071 3.246 -1.570  0.237
H 0.553 -3.538 0.173  0.218
H 1.601 3.784 -1.311  0.224
H 3.848 0.069 0.691  0.221
H 2.645 -0.307 -1.858  0.248
H -1.423 -1.536 2.239  0.211
H -1.349 -0.384 3.561  0.194
H -3.660 1.397 0.259  0.243
H -0.597 -1.337 -4.114  0.228
H -4.987 2.415 -0.425  0.218
H 1.216 -0.840 2.889  0.237
H -1.074 -2.681 -1.161  0.230
H 2.638 1.169 1.444  0.237
H -0.534 2.988 1.301  0.233
H 4.010 -1.388 -1.458  0.213
H -2.053 -1.250 -0.853  0.227
H 2.129 -3.326 -0.591  0.230
H -1.290 -0.208 -2.918  0.230


4 unconnected molecules or ions with the total composition C10H20Cl4O6 at a distorted geometry, computed with ωB97M-V/def2-TZVPD.

## Properties
energy	-2684.840473	Ha
<S²>	0.755
HOMO level (spin up / spin down)	-12.39 / -12.39	eV
net charge	+1
spin multiplicity	2

Each line ends with the natural charge from an NBO analysis.
Atoms and positions in Å:
Cl -3.356 -0.622 -1.897  0.004
Cl -3.803 -1.006 3.956  -0.038
Cl -4.671 0.032 0.547  -0.009
Cl -4.254 -3.071 1.953  -0.009
O 3.248 3.539 -4.230  -0.382
O 1.619 2.946 -2.901  -0.372
O 0.414 -0.702 0.912  -0.682
O 0.174 -0.223 3.099  -0.494
O 0.526 -2.283 2.574  -0.499
O 1.894 1.827 -4.861  -0.049
C -0.158 1.177 2.936  -0.257
C 4.118 3.559 -5.373  -0.288
C 0.520 2.194 -2.437  -0.095
C 2.205 2.724 -4.031  0.979
C 0.562 -3.456 1.799  -0.067
C 0.206 2.514 -0.968  -0.628
C -4.335 -2.693 3.655  -0.402
C 1.944 -4.037 1.898  -0.629
C -3.212 -0.586 -0.223  -0.443
C 0.359 -1.045 2.075  1.008
H 4.238 2.599 -5.875  0.215
H -3.735 -3.389 4.242  0.225
H -0.215 -4.090 2.226  0.189
H 0.283 -3.340 0.751  0.190
H 0.893 1.961 -0.328  0.241
H 0.361 3.575 -0.775  0.233
H 0.795 1.146 -2.560  0.210
H -3.029 -1.620 0.070  0.229
H -0.827 2.218 -0.786  0.247
H 0.556 1.678 2.283  0.179
H -2.328 -0.001 0.031  0.216
H 3.835 4.250 -6.168  0.231
H -5.320 -2.833 4.100  0.230
H 2.020 -5.059 1.527  0.225
H -0.349 2.492 -3.022  0.212
H 2.643 -3.330 1.452  0.211
H -1.137 1.453 2.543  0.194
H 2.198 -4.029 2.958  0.219
H 5.112 3.862 -5.046  0.244
H 0.007 1.669 3.894  0.213